1.
Here is a structure of composition C23H25BrIMoN3O4 from the OMol25 dataset. Energies are from ωB97M-V/def2-TZVPD.

Values from the calculation:
energy relative to the best compared isomer or geometry (same formula, charge and spin) = 214.5 kJ/mol
electronic energy = -116902.48903 eV
net charge = +2
lowest unoccupied orbital energy (spin up / spin down) = -0.3003 / -0.2838 hartree
⟨S²⟩ = 2.015
spin multiplicity = 3
Kohn-Sham gap (spin up / spin down) = 6.9161 / 7.3681 eV

Geometry (Å):
Mo: -0.1763 -0.8068 -0.7953
N: -0.2285 -2.4852 0.5761
C: -1.0756 -3.6862 0.2353
C: -2.4548 -3.6354 0.8708
C: -3.1658 -2.2932 0.7402
C: -3.2828 -1.7666 -0.6860
N: -2.4474 -0.5292 -0.8605
H: 0.7472 -2.7757 0.5024
H: -0.3718 -2.2194 1.5516
H: -0.5391 -4.5695 0.5800
H: -1.1192 -3.7317 -0.8515
H: -2.3865 -3.9010 1.9285
H: -3.0463 -4.4254 0.4042
H: -2.6312 -1.5433 1.3306
H: -4.1485 -2.3552 1.2057
H: -4.3121 -1.5107 -0.9348
H: -2.9354 -2.4795 -1.4316
H: -2.8114 0.1819 -0.2288
H: -2.6312 -0.1893 -1.8044
O: 3.4076 -1.1817 -2.3994
C: 2.6012 -1.0564 -1.5327
O: 1.4426 -1.7219 -1.4585
C: 2.7541 -0.1833 -0.3263
C: 3.9664 0.3351 0.0753
C: 4.0259 0.9860 1.2992
C: 2.8716 1.0762 2.0643
C: 1.6869 0.5636 1.5694
N: 1.6154 -0.0449 0.3752
H: 4.8316 0.1925 -0.5572
H: 4.9603 1.3919 1.6629
H: 2.8757 1.5385 3.0411
H: 0.7772 0.6229 2.1497
O: -1.0122 -2.1349 -4.4895
C: -0.5596 -1.4703 -3.6193
O: -0.8150 -1.7858 -2.2982
C: 0.3137 -0.2728 -3.7731
C: 0.3716 0.7168 -2.7873
C: 1.2641 1.7767 -2.8548
C: 2.1268 1.8436 -3.9421
C: 2.0755 0.8707 -4.9316
C: 1.1744 -0.1851 -4.8550
H: -0.4343 0.8323 -2.0194
H: 1.2670 2.5449 -2.0922
H: 2.8284 2.6623 -4.0239
H: 2.7541 0.9286 -5.7717
H: 1.1500 -0.9536 -5.6158
Br: -1.7322 0.0202 3.2734
C: -1.2324 1.8229 3.5524
C: -1.1625 2.2663 4.8673
C: -0.8498 3.5891 5.1326
C: -0.6039 4.4711 4.0902
C: -0.6630 4.0291 2.7791
C: -0.9835 2.7009 2.5141
I: -1.0732 2.2020 0.4777
H: -1.3673 1.5760 5.6736
H: -0.8047 3.9286 6.1581
H: -0.3663 5.5062 4.2917
H: -0.4650 4.7171 1.9686


2.
Here is the molecule C23H25ClFN5O4 from the OMol25 dataset. Energies are from ωB97M-V/def2-TZVPD.

Values from the calculation:
electronic energy = -55139.33103 eV
lowest unoccupied orbital energy = 0.0083 hartree
spin multiplicity = 1
SMILES = CC(C)(C)OC(=O)N1CCC(c2cc(=O)n3[nH]cc(C(=O)Nc4ccc(F)c(Cl)c4)c3n2)CC1
Kohn-Sham gap = 8.7722 eV

Geometry (Å):
C: 2.3297 0.9079 5.8615
C: 1.5888 2.1633 5.4020
C: 2.5461 3.3549 5.3368
C: 0.4111 2.4748 6.3247
O: 1.1330 2.0092 4.0368
C: 0.2473 1.0468 3.7228
O: -0.2086 0.2275 4.4885
N: -0.1159 1.1148 2.4160
C: 0.4982 1.9815 1.4377
C: 1.3566 1.1597 0.4730
C: 0.4855 0.0964 -0.1984
C: 1.2122 -0.7651 -1.1941
C: 2.5004 -1.2047 -1.0137
C: 3.1641 -2.0444 -1.9545
O: 4.2874 -2.5077 -1.9504
N: 2.3046 -2.3379 -3.0383
N: 2.6059 -3.1115 -4.1086
C: 1.5358 -3.1671 -4.9172
C: 0.5136 -2.4203 -4.3777
C: -0.8404 -2.2214 -4.9360
O: -1.1871 -2.7118 -5.9909
N: -1.6041 -1.4431 -4.1181
C: -2.9240 -1.0463 -4.2816
C: -3.6945 -1.3904 -5.3912
C: -5.0028 -0.9560 -5.4810
C: -5.5495 -0.1813 -4.4741
F: -6.8253 0.2333 -4.5796
C: -4.7937 0.1692 -3.3609
Cl: -5.4775 1.1346 -2.1039
C: -3.4843 -0.2651 -3.2695
C: 1.0230 -1.8835 -3.1562
N: 0.4624 -1.1036 -2.2656
C: -0.1507 -0.7896 0.8844
C: -0.9520 0.0781 1.8551
H: 3.1453 0.6830 5.1770
H: 1.6486 0.0621 5.8890
H: 2.7376 1.0671 6.8556
H: 3.3634 3.1407 4.6529
H: 2.9529 3.5577 6.3228
H: 2.0201 4.2372 4.9814
H: 0.7760 2.6797 7.3272
H: -0.1291 3.3459 5.9595
H: -0.2693 1.6288 6.3608
H: 1.1029 2.7256 1.9533
H: -0.2974 2.4930 0.8824
H: 2.1585 0.6878 1.0413
H: 1.8021 1.8145 -0.2771
H: -0.3222 0.5971 -0.7441
H: 3.0696 -0.9279 -0.1431
H: 3.5214 -3.5326 -4.1761
H: 1.5387 -3.7263 -5.8316
H: -1.1417 -1.1134 -3.2683
H: -3.2636 -1.9945 -6.1717
H: -5.6139 -1.2122 -6.3315
H: -2.8952 0.0028 -2.4063
H: 0.6346 -1.3153 1.4306
H: -0.8069 -1.5304 0.4258
H: -1.3368 -0.5207 2.6819
H: -1.7910 0.5492 1.3305


3.
Here is the molecule C23H25FN4O2 from the OMol25 dataset. Energies are from ωB97M-V/def2-TZVPD.

Values from the calculation:
energy relative to the best compared isomer or geometry (same formula, charge and spin) = 68.9 kJ/mol
electronic energy = -37031.79248 eV
lowest unoccupied orbital energy = 0.0182 hartree
spin multiplicity = 1
SMILES = CCCn1c(NC(=O)C2CCN(C(=O)c3ccc(F)cc3)CC2)nc2ccccc21
Kohn-Sham gap = 8.7406 eV

Geometry (Å):
C: 2.8876 -1.4898 2.4081
C: 1.5663 -1.1464 1.7324
C: 1.6121 0.2005 1.0056
N: 2.4335 0.1365 -0.1775
C: 2.1518 -0.4755 -1.3617
N: 0.9113 -1.0103 -1.7075
C: -0.2859 -0.3573 -1.6489
O: -0.4284 0.7264 -1.1305
C: -1.4264 -1.1425 -2.3018
C: -2.7321 -0.3332 -2.2541
C: -3.5658 -0.7133 -1.0198
N: -2.6990 -1.0600 0.0775
C: -2.4029 -0.2555 1.1210
O: -1.5782 -0.5595 1.9644
C: -3.1862 1.0202 1.2144
C: -4.3524 1.0589 1.9697
C: -5.0489 2.2450 2.1174
C: -4.5556 3.3840 1.5073
F: -5.2347 4.5433 1.6439
C: -3.3907 3.3719 0.7620
C: -2.7026 2.1800 0.6201
C: -1.9372 -2.2783 -0.1175
C: -1.6225 -2.4930 -1.6010
N: 3.1642 -0.5719 -2.1795
C: 4.2094 0.0249 -1.5227
C: 5.5271 0.2198 -1.9193
C: 6.3708 0.8618 -1.0382
C: 5.9266 1.3057 0.2088
C: 4.6220 1.1230 0.6203
C: 3.7663 0.4753 -0.2568
H: 3.1390 -0.7421 3.1569
H: 3.6967 -1.5340 1.6811
H: 2.8193 -2.4562 2.9019
H: 0.7631 -1.1000 2.4680
H: 1.3150 -1.9285 1.0110
H: 2.0314 0.9650 1.6622
H: 0.6019 0.5050 0.7285
H: 1.0052 -1.7564 -2.3834
H: -1.1404 -1.3134 -3.3453
H: -2.4774 0.7264 -2.2066
H: -3.3208 -0.5058 -3.1550
H: -4.1954 -1.5828 -1.2388
H: -4.2147 0.1131 -0.7296
H: -4.7143 0.1588 2.4438
H: -5.9571 2.2961 2.6969
H: -3.0346 4.2828 0.3076
H: -1.7902 2.1425 0.0461
H: -2.5006 -3.1335 0.2772
H: -1.0223 -2.1767 0.4720
H: -0.7344 -3.1192 -1.6915
H: -2.4451 -3.0167 -2.0921
H: 5.8632 -0.1210 -2.8852
H: 7.4013 1.0296 -1.3147
H: 6.6225 1.8048 0.8667
H: 4.2893 1.4713 1.5863


4.
Here is the molecule C23H25FN4O3 from the OMol25 dataset. Energies are from ωB97M-V/def2-TZVPD.

Values from the calculation:
energy relative to the best compared isomer or geometry (same formula, charge and spin) = 170.8 kJ/mol
electronic energy = -39077.06196 eV
lowest unoccupied orbital energy = 0.0170 hartree
spin multiplicity = 1
SMILES = COc1ccc(CN2CCC(n3nccc3NC(=O)c3cccc(F)c3)CC2)cc1O
Kohn-Sham gap = 8.8375 eV

Geometry (Å):
C: -6.2452 -2.0279 0.7901
O: -5.0566 -1.8167 0.0704
C: -4.5207 -0.5472 0.0623
C: -5.0266 0.5526 0.7283
C: -4.3800 1.7778 0.6360
C: -3.2359 1.9234 -0.1271
C: -2.5360 3.2512 -0.2490
N: -1.1010 3.0944 -0.1180
C: -0.7288 2.6503 1.2143
C: 0.7978 2.5911 1.3480
C: 1.4107 2.5355 -0.0550
N: 2.8272 2.2748 -0.0047
N: 3.7212 3.2643 0.0801
C: 4.9032 2.6867 0.1512
C: 4.7964 1.2913 0.1253
C: 3.4382 1.0615 0.0334
N: 2.7042 -0.1121 -0.0209
C: 3.2222 -1.3756 -0.0894
O: 4.4075 -1.6210 -0.0673
C: 2.1762 -2.4409 -0.1754
C: 0.9355 -2.2463 -0.7773
C: 0.0171 -3.2797 -0.8403
C: 0.3174 -4.5191 -0.3026
C: 1.5602 -4.7039 0.2788
F: 1.8625 -5.9109 0.7969
C: 2.4959 -3.6913 0.3449
C: 1.1205 3.8592 -0.7643
C: -0.3368 4.2695 -0.4944
C: -2.7293 0.8172 -0.8023
C: -3.3532 -0.4111 -0.7092
O: -2.8445 -1.4925 -1.3623
H: -6.4946 -3.0781 0.6469
H: -7.0596 -1.4055 0.4068
H: -6.1062 -1.8307 1.8576
H: -5.9199 0.4724 1.3268
H: -4.7859 2.6253 1.1677
H: -2.9472 3.9562 0.4967
H: -2.7353 3.6626 -1.2443
H: -1.1655 1.6584 1.3607
H: -1.1472 3.3171 1.9901
H: 1.0951 1.7209 1.9357
H: 1.1829 3.4784 1.8519
H: 0.9276 1.7294 -0.6193
H: 5.7902 3.2839 0.2195
H: 5.5710 0.5567 0.1648
H: 1.7004 -0.0139 0.0190
H: 0.6776 -1.3029 -1.2353
H: -0.9376 -3.1076 -1.3119
H: -0.3851 -5.3367 -0.3369
H: 3.4638 -3.8571 0.7910
H: 1.8139 4.6121 -0.3922
H: 1.2956 3.7388 -1.8333
H: -0.7740 4.6970 -1.3982
H: -0.3794 5.0416 0.2927
H: -1.8404 0.9136 -1.4036
H: -3.4471 -2.2327 -1.2029


no.,F_max (eV Å⁻¹)
1,0.5
2,0.7
3,0.8
4,0.8